Below is a structure of composition C37H32IrN5O4PSSe, with properties calculated with the ωB97M-V functional and the def2-TZVPD basis.

Atoms and positions in Å:
Ir 1.571 -0.006 -0.325
C -2.949 4.851 3.202
C -2.030 3.663 3.115
C -1.385 3.351 1.922
C -0.561 2.241 1.812
C -0.374 1.433 2.924
C -0.994 1.731 4.130
C -1.820 2.840 4.219
S 0.604 -0.049 2.847
O 1.181 -0.206 4.163
O -0.226 -1.109 2.356
N 1.758 0.215 1.746
C 2.999 0.714 2.099
C 3.367 1.380 3.255
C 4.705 1.745 3.478
C 5.705 1.456 2.589
C 5.374 0.798 1.385
C 6.323 0.451 0.397
C 5.917 -0.179 -0.744
C 4.548 -0.433 -0.931
N 3.640 -0.110 -0.041
C 4.028 0.468 1.134
H -2.587 5.674 2.584
H -3.041 5.207 4.228
H -3.950 4.593 2.849
H -1.527 3.985 1.054
H -0.097 1.997 0.866
H -0.817 1.097 4.989
H -2.303 3.075 5.161
H 2.627 1.598 4.007
H 4.943 2.265 4.398
H 6.734 1.729 2.782
H 7.367 0.690 0.562
H 6.618 -0.464 -1.516
H 4.190 -0.900 -1.841
N 1.578 -0.003 -2.403
C 1.921 1.351 -2.898
C 2.121 2.400 -1.787
O 2.437 3.524 -2.141
O 1.954 2.008 -0.573
H 2.126 -0.728 -2.854
H 0.595 -0.204 -2.594
H 1.128 1.727 -3.544
H 2.838 1.319 -3.487
N -0.414 0.385 -0.665
P -1.392 -0.777 -1.003
C -2.444 -1.404 0.354
C -2.875 -0.481 1.304
C -3.725 -0.871 2.325
C -4.144 -2.193 2.411
C -3.709 -3.120 1.476
C -2.865 -2.724 0.446
C -0.643 -2.252 -1.739
C 0.470 -2.718 -1.001
C 1.432 -4.346 -2.534
C 0.722 -4.287 -3.686
C -0.621 -3.778 -3.778
C -1.173 -2.874 -2.904
C -2.673 -0.231 -2.205
C -4.039 -0.297 -1.957
C -4.955 0.190 -2.884
C -4.515 0.744 -4.074
C -3.152 0.814 -4.337
C -2.246 0.335 -3.407
H -2.511 0.539 1.245
H -4.043 -0.148 3.067
H -4.798 -2.503 3.218
H -4.018 -4.156 1.550
H -2.513 -3.451 -0.277
H 1.689 -2.567 0.523
H 2.510 -4.460 -2.499
H 1.215 -4.573 -4.610
H -1.183 -3.997 -4.678
H -2.153 -2.505 -3.192
H -4.397 -0.732 -1.033
H -6.015 0.136 -2.669
H -5.228 1.126 -4.795
H -2.797 1.249 -5.263
H -1.184 0.409 -3.614
Se 0.172 -5.487 -0.242
C 0.738 -4.166 -1.249
N 1.237 -2.014 -0.195

Calculated values
HOMO-LUMO gap in eV: 6.27
Multiplicity: 1
E_LUMO in eV: 1.934
Energy relative to the best compared isomer or geometry (same formula, charge and spin) in kJ/mol: 267.5
Net charge: -1

Below is a structure of composition C37H32LuN9O5 in a non-equilibrium geometry, with properties calculated with the ωB97M-V functional and the def2-TZVPD basis.

Atoms and positions in Å:
Lu 0.524 0.248 1.232
C -0.104 3.794 -4.124
O -0.634 2.651 -4.754
C -0.424 2.070 -5.994
C -0.238 2.607 -7.238
C -0.296 1.829 -8.374
C -0.350 0.469 -8.214
C -0.360 -0.150 -6.901
C -0.571 0.597 -5.753
N -0.926 0.379 -4.388
N -0.799 -0.763 -3.986
C -0.562 -1.650 -3.084
C -0.509 -1.626 -1.469
O -0.445 -0.578 -0.735
C -0.711 -2.948 -0.761
C -1.239 -4.041 -1.424
C -0.995 -4.126 -2.870
C -1.151 -5.404 -3.515
C -0.899 -5.586 -4.853
C -0.271 -4.512 -5.590
C 0.087 -3.314 -4.966
C -0.397 -3.042 -3.615
H 0.881 4.037 -4.577
H 2.700 -0.519 2.412
H -0.864 4.573 -3.991
H -0.266 3.709 -7.454
H -0.593 2.293 -9.303
H -0.318 -0.148 -9.127
H -0.312 -1.229 -6.739
H -0.527 -2.877 0.313
H -1.839 -4.838 -0.973
H -1.534 -6.219 -2.909
H -1.269 -6.412 -5.475
H -0.245 -4.662 -6.687
H 0.788 -2.546 -5.377
N -0.497 3.659 1.037
C -1.465 4.563 1.429
C -2.390 4.927 0.467
C -3.756 4.800 0.820
C -4.144 4.866 2.320
C -3.146 4.839 3.411
C -3.269 5.163 4.767
C -2.304 5.689 5.663
C -0.953 5.682 5.044
N -0.724 5.038 3.917
C -1.743 4.730 2.978
H -0.776 2.703 1.478
H 0.386 3.967 0.676
H -2.353 5.176 -0.615
H -4.384 4.601 -0.083
H -5.159 4.530 2.454
H -4.036 4.819 5.514
H -2.357 6.568 6.525
H -0.290 6.326 5.362
O 2.721 -4.637 7.407
C 2.090 -3.484 7.697
N 1.467 -3.084 6.440
C 0.697 -1.980 6.268
O 0.168 -1.308 7.153
C 0.485 -1.446 4.889
C -0.781 -0.975 4.676
C -1.580 -0.509 3.521
C -1.449 -0.459 2.171
N 1.638 -0.600 2.892
C 1.573 -1.405 3.911
H 3.096 -5.092 8.189
H 2.771 -2.672 8.022
H 1.254 -3.644 8.414
H 1.824 -3.623 5.644
H -1.297 -1.080 5.584
H -2.321 0.280 3.827
H -2.277 -0.450 1.421
H 2.369 -1.683 4.488
H 5.690 -9.811 -2.642
N 4.234 -1.167 1.179
C 3.439 -0.495 0.378
O 2.230 -0.901 0.534
C 3.607 0.675 -0.655
C 4.965 1.037 -0.425
N 6.111 1.254 -0.415
C 2.404 1.468 -0.453
N 1.289 1.905 -0.354
H 5.251 -1.157 1.094
H 6.362 -9.671 -2.754

Calculated values
HOMO-LUMO gap (spin up / spin down) in eV: 5.77 / 5.47
Multiplicity: 1
E_LUMO (spin up / spin down) in eV: -1.783 / -2.085
Energy relative to the best compared isomer or geometry (same formula, charge and spin) in kJ/mol: 263.7

Below is a structure of composition C37H32N3P2Pd in a non-equilibrium geometry, with properties calculated with the ωB97M-V functional and the def2-TZVPD basis.

Atoms and positions in Å:
Pd 0.739 1.010 0.729
C 6.170 -1.268 0.595
C 6.373 0.045 1.009
C 5.305 0.915 1.130
C 4.005 0.482 0.837
C 3.814 -0.821 0.426
C 4.888 -1.694 0.303
N 2.845 1.369 0.929
N 3.158 2.532 1.126
C 2.088 3.429 1.091
C 2.404 4.772 1.245
C 1.396 5.719 1.184
C 0.087 5.310 0.970
C -0.230 3.959 0.808
C 0.767 3.000 0.859
H 7.008 -1.949 0.500
H 7.373 0.397 1.239
H 5.456 1.929 1.460
H 2.834 -1.165 0.160
H 4.711 -2.707 -0.034
H 3.441 5.054 1.397
H 1.628 6.770 1.296
H -0.705 6.050 0.925
H -1.257 3.690 0.622
C -1.441 -1.147 2.376
N -1.389 -1.001 0.880
P -1.541 0.682 0.470
C -3.132 1.148 1.210
C -4.174 0.220 1.218
C -5.435 0.608 1.646
C -5.664 1.916 2.064
C -4.625 2.834 2.071
C -3.358 2.450 1.648
C -1.944 0.748 -1.301
C -1.398 1.775 -2.069
C -1.733 1.899 -3.412
C -2.594 0.982 -3.997
C -3.124 -0.058 -3.238
C -2.810 -0.170 -1.893
P 0.289 -1.417 0.411
C 0.422 -1.428 -1.412
C 1.087 -0.341 -1.995
C 1.272 -0.271 -3.366
C 0.809 -1.301 -4.174
C 0.184 -2.408 -3.606
C 0.001 -2.477 -2.232
C 0.256 -3.187 0.840
C -0.912 -3.936 0.684
C -0.894 -5.298 0.949
C 0.281 -5.918 1.370
C 1.437 -5.172 1.536
C 1.424 -3.808 1.275
H -2.402 -0.813 2.754
H -0.658 -0.570 2.880
H -1.318 -2.191 2.646
H -4.000 -0.800 0.897
H -6.242 -0.114 1.655
H -6.654 2.214 2.390
H -4.797 3.850 2.408
H -2.545 3.165 1.680
H -0.699 2.466 -1.627
H -1.315 2.705 -4.002
H -2.848 1.068 -5.047
H -3.788 -0.780 -3.698
H -3.223 -0.983 -1.306
H 1.455 0.462 -1.362
H 1.784 0.579 -3.804
H 0.941 -1.246 -5.250
H -0.151 -3.225 -4.235
H -0.470 -3.353 -1.805
H -1.828 -3.449 0.370
H -1.802 -5.880 0.824
H 0.289 -6.982 1.575
H 2.349 -5.651 1.873
H 2.329 -3.224 1.423

Calculated values
HOMO-LUMO gap in eV: 7.88
Multiplicity: 1
E_LUMO in eV: -3.430
Energy relative to the best compared isomer or geometry (same formula, charge and spin) in kJ/mol: 75.7
Net charge: +1

Below is a structure of composition C37H32O2P2RuSSbSe4 in a non-equilibrium geometry, with properties calculated with the ωB97M-V functional and the def2-TZVPD basis.

Atoms and positions in Å:
Ru -0.512 0.192 0.518
O 2.472 2.024 -1.577
S 1.299 1.716 -0.728
C 1.638 2.581 0.840
C 1.944 3.930 0.885
C 2.231 4.532 2.100
C 2.255 3.777 3.261
C 2.036 2.408 3.207
C 1.745 1.790 1.995
P 1.320 0.008 1.893
C 2.799 -0.845 1.277
C 3.781 -0.226 0.510
C 4.764 -0.993 -0.100
C 4.773 -2.370 0.050
C 3.793 -2.994 0.814
C 2.802 -2.238 1.414
C 1.127 -0.553 3.604
C -0.176 -0.654 4.091
C -0.405 -1.073 5.393
C 0.670 -1.408 6.204
C 1.968 -1.321 5.720
C 2.203 -0.892 4.424
C -0.087 2.550 -1.566
C -0.083 3.908 -1.830
C -1.132 4.476 -2.536
C -2.156 3.680 -3.020
C -2.121 2.307 -2.829
C -1.087 1.723 -2.109
P -1.072 -0.075 -1.731
C -0.094 -0.810 -3.072
C -0.280 -2.165 -3.358
C 0.573 -2.813 -4.236
C 1.624 -2.121 -4.822
C 1.809 -0.775 -4.545
C 0.957 -0.117 -3.671
C -2.746 -0.722 -1.978
C -3.453 -1.126 -0.846
C -4.720 -1.674 -0.966
C -5.278 -1.832 -2.224
C -4.586 -1.425 -3.356
C -3.321 -0.874 -3.240
H 1.965 4.514 -0.022
H 2.429 5.595 2.135
H 2.455 4.251 4.213
H 2.075 1.818 4.113
H 3.786 0.850 0.390
H 5.519 -0.505 -0.704
H 5.540 -2.960 -0.434
H 3.796 -4.070 0.928
H 2.026 -2.712 2.005
H -1.009 -0.405 3.444
H -1.418 -1.142 5.766
H 0.497 -1.750 7.216
H 2.804 -1.591 6.353
H 3.215 -0.822 4.043
H 0.733 4.529 -1.495
H -1.147 5.545 -2.699
H -2.993 4.122 -3.543
H -2.924 1.693 -3.209
H -1.104 -2.700 -2.900
H 0.422 -3.860 -4.463
H 2.302 -2.631 -5.495
H 2.621 -0.228 -5.007
H 1.113 0.932 -3.462
H -3.005 -1.014 0.135
H -5.272 -1.949 -0.079
H -6.260 -2.277 -2.323
H -5.037 -1.530 -4.335
H -2.770 -0.564 -4.120
C -1.234 -3.675 0.679
O -0.536 -2.448 0.454
H -0.605 -4.385 1.222
H -1.553 -4.125 -0.264
H -2.112 -3.449 1.278
H 0.225 -2.624 -0.109
Se -5.290 2.258 -1.049
Sb -4.447 1.973 1.235
Se -1.856 1.723 1.390
Se -4.799 4.066 2.489
Se -5.423 0.039 2.365

Calculated values
HOMO-LUMO gap (spin up / spin down) in eV: 6.61 / 5.06
Multiplicity: 6
Expectation value of S²: 8.80
E_LUMO (spin up / spin down) in eV: -0.391 / -1.873
Energy relative to the best compared isomer or geometry (same formula, charge and spin) in kJ/mol: 0.0

Number 4 is which compound?
C37H32O2P2RuSSbSe4